(1)
Below is a structure of composition C3H9N2OS in a non-equilibrium geometry, with properties calculated with ωB97M-V with the def2-TZVPD basis set.

Structure (ORCA input):
```
! RIJCOSX wB97M-V def2-TZVPD def2/J DEFGRID3
* xyz 1 1
C 0.370 -0.234 -1.943
C -0.817 0.513 -1.142
C -0.293 -0.188 0.009
N -1.377 1.821 -1.192
N 0.491 -0.898 -0.718
O 1.875 -1.226 3.203
S 0.966 0.039 3.118
H 0.079 -0.776 -2.818
H 1.118 0.478 -2.085
H -1.762 -0.163 -1.352
H -0.131 -0.038 1.097
H -0.828 2.690 -1.386
H -2.306 1.872 -1.270
H -0.150 -0.511 2.717
H 0.891 -1.804 -0.371
H 1.873 -1.574 4.134
*
```

Summary:
- ΔE to the lowest compared entry with this formula, charge and spin (kJ/mol) = 438.0
- HOMO-LUMO gap (eV) = 8.19



(2)
Below is a cluster of 2 separate species, C3H9N2OS in total in a non-equilibrium geometry, with properties calculated with ωB97M-V with the def2-TZVPD basis set.

Structure (ORCA input):
```
! RIJCOSX wB97M-V def2-TZVPD def2/J DEFGRID3
* xyz 1 3
C 0.218 -0.052 -0.347
C -0.118 2.117 -1.354
C -0.433 -2.491 1.125
N -0.129 0.715 -1.255
N 0.773 1.554 1.468
O -0.322 -2.381 -1.436
S 0.468 -1.942 -0.352
H 0.829 2.610 -1.903
H -0.989 2.468 -1.827
H 0.109 2.555 -0.237
H -0.102 -3.609 1.152
H -1.487 -2.428 0.926
H -0.029 -1.933 2.092
H -0.706 0.427 -2.052
H 0.203 1.104 2.191
H 1.714 1.285 1.809
*
```

Summary:
- <S²> = 2.0127
- ΔE to the lowest compared entry with this formula, charge and spin (kJ/mol) = 472.6
- HOMO-LUMO gap (spin up / spin down) (eV) = 8.75 / 7.25



(3)
Below is the ion C3H9N2S with charge -1 in a non-equilibrium geometry, with properties calculated with ωB97M-V with the def2-TZVPD basis set.

Structure (ORCA input):
```
! RIJCOSX wB97M-V def2-TZVPD def2/J DEFGRID3
* xyz -1 1
C -0.864 0.020 0.732
C -1.117 -1.460 0.869
S -2.838 -1.937 1.415
N 0.534 0.375 0.435
C 1.459 0.906 -0.609
N 0.958 0.947 -2.005
H -1.220 0.392 1.681
H -1.499 0.431 -0.066
H -0.895 -1.954 -0.086
H -0.840 -1.852 1.853
H 1.163 0.089 1.177
H 1.652 1.889 -0.153
H 2.384 0.339 -0.636
H 0.657 0.043 -2.320
H 0.466 1.773 -2.289
*
```

Summary:
- ΔE to the lowest compared entry with this formula, charge and spin (kJ/mol) = 220.7
- structure (SMILES) = NCNCC[S-]
- HOMO-LUMO gap (eV) = 5.70



(4)
Below is the ion C3H9N2S with charge -1 in a non-equilibrium geometry, with properties calculated with ωB97M-V with the def2-TZVPD basis set.

Structure (ORCA input):
```
! RIJCOSX wB97M-V def2-TZVPD def2/J DEFGRID3
* xyz -1 1
C 0.448 -0.996 -0.426
C -0.084 -0.712 1.039
S 0.935 -0.492 2.429
N -0.454 -0.364 -1.460
C -0.377 1.083 -1.342
N -1.232 1.671 -2.361
H 1.484 -0.409 -0.439
H 0.501 -2.087 -0.440
H -0.977 -1.375 1.028
H -0.387 0.303 0.992
H -1.473 -0.568 -1.030
H 0.542 1.433 -1.558
H -0.757 1.342 -0.339
H -0.964 2.665 -2.762
H -1.041 1.166 -3.203
*
```

Summary:
- ΔE to the lowest compared entry with this formula, charge and spin (kJ/mol) = 224.4
- structure (SMILES) = NCNCC[S-]
- HOMO-LUMO gap (eV) = 5.96



(5)
Below is a cluster of 2 separate species, C3H9N2S in total in a non-equilibrium geometry, with properties calculated with ωB97M-V with the def2-TZVPD basis set.

Structure (ORCA input):
```
! RIJCOSX wB97M-V def2-TZVPD def2/J DEFGRID3
* xyz 1 1
C -0.048 -0.373 -0.851
C -1.389 -0.824 -0.750
C 2.286 0.093 2.532
N 0.334 0.495 -1.817
N -2.419 -0.603 -1.512
S 1.033 1.015 1.808
H 2.844 -0.350 1.804
H -1.441 -1.607 -0.046
H 0.696 -0.837 -0.301
H 2.642 0.210 3.537
H 1.305 0.853 -1.915
H -2.800 0.084 -2.105
H -0.338 1.205 -2.060
H -3.203 -1.062 -1.164
H 0.498 1.699 2.840
*
```

Summary:
- ΔE to the lowest compared entry with this formula, charge and spin (kJ/mol) = 340.1
- HOMO-LUMO gap (spin up / spin down) (eV) = 9.88 / 4.65



(6)
Below is a structure of composition C3H9N2S in a non-equilibrium geometry, with properties calculated with ωB97M-V with the def2-TZVPD basis set.

Structure (ORCA input):
```
! RIJCOSX wB97M-V def2-TZVPD def2/J DEFGRID3
* xyz 1 1
C -0.942 0.815 -1.636
C 0.463 -0.781 0.612
C 0.512 0.709 0.475
N 1.670 1.312 0.195
N -0.932 -1.258 0.666
S -1.902 -0.429 -1.963
H -0.841 1.639 -2.329
H 1.009 -1.087 1.519
H 0.949 -1.260 -0.243
H -0.242 1.302 0.966
H 2.411 0.812 -0.270
H 1.711 2.318 0.158
H -0.971 -2.262 0.844
H -1.424 -1.055 -0.380
H -1.472 -0.776 1.385
*
```

Summary:
- ΔE to the lowest compared entry with this formula, charge and spin (kJ/mol) = 342.0
- HOMO-LUMO gap (spin up / spin down) (eV) = 7.49 / 7.49



(7)
Below is a cluster of 2 separate species, C3H9N2S in total in a non-equilibrium geometry, with properties calculated with ωB97M-V with the def2-TZVPD basis set.

Structure (ORCA input):
```
! RIJCOSX wB97M-V def2-TZVPD def2/J DEFGRID3
* xyz 1 3
C 2.615 -0.955 -0.220
C -2.262 0.182 -0.218
C 0.117 0.248 0.576
N 1.574 -1.439 0.160
N -0.917 -0.433 -0.279
S 0.887 1.704 -0.134
H 3.428 -1.674 -0.306
H 2.670 0.198 -0.174
H -2.883 -0.263 -0.898
H -2.643 -0.009 0.759
H -2.303 1.252 -0.564
H -0.201 0.363 1.642
H -0.853 -1.399 -0.104
H -0.609 -0.160 -1.315
H 1.378 2.385 1.074
*
```

Summary:
- <S²> = 2.0156
- ΔE to the lowest compared entry with this formula, charge and spin (kJ/mol) = 205.6
- HOMO-LUMO gap (spin up / spin down) (eV) = 7.72 / 8.87



(8)
Below is a structure of composition C3H9N2Si in a non-equilibrium geometry, with properties calculated with ωB97M-V with the def2-TZVPD basis set.

Structure (ORCA input):
```
! RIJCOSX wB97M-V def2-TZVPD def2/J DEFGRID3
* xyz 1 1
C 1.061 0.853 -0.024
C -0.370 -1.250 0.296
C 1.110 -1.438 0.549
N -0.168 0.591 -0.353
N 1.658 -0.130 0.706
Si -1.663 1.543 -0.597
H 1.640 1.807 -0.152
H -0.833 -1.845 -0.478
H -0.865 -1.042 1.210
H 1.178 -1.827 1.500
H 1.772 -1.955 -0.100
H 2.553 0.097 1.146
H -2.509 0.494 -1.240
H -1.242 2.744 -1.397
H -2.419 2.094 0.636
*
```

Summary:
- ΔE to the lowest compared entry with this formula, charge and spin (kJ/mol) = 195.9
- HOMO-LUMO gap (eV) = 10.48



(9)
Below is an isolated molecule of C3H9N3 in a non-equilibrium geometry, with properties calculated with ωB97M-V with the def2-TZVPD basis set.

Structure (ORCA input):
```
! RIJCOSX wB97M-V def2-TZVPD def2/J DEFGRID3
* xyz 0 1
C 1.337 -0.978 -0.427
C 0.762 1.255 0.099
C -1.532 0.077 -0.203
H 1.043 -1.787 -0.190
H 2.315 -1.235 -0.418
H 1.292 -0.633 -1.531
H 1.817 1.532 -0.209
H -0.086 1.387 -0.729
H 0.750 1.862 1.196
H -0.949 -0.681 1.780
H -1.204 0.655 -1.202
H -3.110 -0.492 0.637
N 0.806 -0.127 0.700
N -0.522 -0.734 0.670
N -2.721 -0.101 -0.172
*
```

Summary:
- ΔE to the lowest compared entry with this formula, charge and spin (kJ/mol) = 662.7
- structure (SMILES) = [H]/N=C\NN(C)C
- HOMO-LUMO gap (eV) = 10.20



(10)
Below is an isolated molecule of C3H9N3 in a non-equilibrium geometry, with properties calculated with ωB97M-V with the def2-TZVPD basis set.

Structure (ORCA input):
```
! RIJCOSX wB97M-V def2-TZVPD def2/J DEFGRID3
* xyz 0 1
C -1.697 -0.134 1.511
C 0.006 0.620 -0.131
C 1.123 0.135 -1.033
H -1.249 0.498 2.314
H -2.456 0.512 1.070
H -2.140 -1.058 1.877
H -1.021 -1.116 -0.118
H -0.660 1.261 -0.725
H 0.472 1.298 0.603
H 1.318 -1.491 0.078
H 2.389 -1.424 -1.209
H 1.345 1.770 -1.967
N -0.601 -0.498 0.558
N 1.432 -1.207 -0.920
N 1.740 0.834 -1.908
*
```

Summary:
- ΔE to the lowest compared entry with this formula, charge and spin (kJ/mol) = 59.1
- structure (SMILES) = [H]/N=C(/N)CNC
- HOMO-LUMO gap (eV) = 10.09



(11)
Below is a cluster of 2 separate species, C3H9N3 in total in a non-equilibrium geometry, with properties calculated with ωB97M-V with the def2-TZVPD basis set.

Structure (ORCA input):
```
! RIJCOSX wB97M-V def2-TZVPD def2/J DEFGRID3
* xyz 0 1
C 1.104 -1.163 0.360
N 0.685 0.680 -0.338
N 1.164 0.962 -1.457
H 2.175 0.770 -1.439
H 2.134 -0.814 0.395
H 1.047 -2.027 -0.294
H 0.821 -1.380 1.386
N -1.361 1.352 0.884
C -0.875 0.646 -0.263
C -1.027 -0.793 -0.206
H -1.054 0.912 1.744
H -1.038 2.313 0.888
H -1.206 1.123 -1.185
H -1.099 -1.327 -1.143
H -1.470 -1.253 0.668
*
```

Summary:
- ΔE to the lowest compared entry with this formula, charge and spin (kJ/mol) = 523.4
- HOMO-LUMO gap (spin up / spin down) (eV) = 8.34 / 8.34



(12)
Below is a cluster of 2 separate species, C3H9N3 in total in a non-equilibrium geometry, with properties calculated with ωB97M-V with the def2-TZVPD basis set.

Structure (ORCA input):
```
! RIJCOSX wB97M-V def2-TZVPD def2/J DEFGRID3
* xyz 0 1
C 0.451 -0.717 2.693
C -0.134 -1.282 1.635
N -1.330 -1.979 1.581
H 1.534 -0.620 2.595
H 0.119 -0.278 3.620
H 0.230 -1.246 0.607
H -1.825 -2.328 2.368
H -1.969 -1.753 0.839
N 1.062 0.691 -2.679
C 0.337 1.746 -2.166
N -0.699 1.569 -1.433
H 1.978 0.929 -3.032
H 0.563 0.010 -3.235
H 0.537 2.790 -2.413
H -0.855 2.468 -0.981
*
```

Summary:
- ΔE to the lowest compared entry with this formula, charge and spin (kJ/mol) = 217.5
- structure (SMILES) = [H]/N=C/N.C=CN
- HOMO-LUMO gap (eV) = 8.81



(13)
Below is a cluster of 2 separate species, C3H9N3 in total in a non-equilibrium geometry, with properties calculated with ωB97M-V with the def2-TZVPD basis set.

Structure (ORCA input):
```
! RIJCOSX wB97M-V def2-TZVPD def2/J DEFGRID3
* xyz 2 1
C 0.953 -1.245 2.325
C 0.030 0.205 -0.932
C -1.114 1.831 -1.999
N 0.824 -0.175 1.590
N 1.446 -2.430 1.928
N -0.995 0.892 -0.934
H 0.849 -0.935 3.384
H 0.990 -0.050 -1.483
H -1.238 2.862 -1.802
H -2.035 1.585 -2.482
H -0.164 1.741 -2.606
H 0.071 0.438 1.874
H 1.707 -3.191 2.547
H 1.350 -2.723 0.963
H -1.610 0.967 -0.024
*
```

Summary:
- ΔE to the lowest compared entry with this formula, charge and spin (kJ/mol) = 511.1
- HOMO-LUMO gap (spin up / spin down) (eV) = 10.08 / 7.70



(14)
Below is an isolated molecule of C3H9N3O in a non-equilibrium geometry, with properties calculated with ωB97M-V with the def2-TZVPD basis set.

Structure (ORCA input):
```
! RIJCOSX wB97M-V def2-TZVPD def2/J DEFGRID3
* xyz 0 1
N 1.157 -0.421 1.310
C 0.046 -0.904 0.572
O -1.899 0.636 1.235
N -0.945 0.140 0.330
H -2.522 -0.113 1.392
H 1.081 0.518 1.691
H 1.852 -1.053 1.688
H -0.414 -1.753 1.081
N 0.445 -1.299 -0.774
C -0.728 0.961 -0.852
C 0.460 1.483 -1.187
H -0.218 -1.636 -1.466
H 1.426 -1.410 -1.009
H -1.634 1.481 -1.159
H 1.408 0.975 -1.078
H 0.486 2.396 -1.776
*
```

Summary:
- ΔE to the lowest compared entry with this formula, charge and spin (kJ/mol) = 449.9
- structure (SMILES) = C=CN(O)C(N)N
- HOMO-LUMO gap (eV) = 8.62



(15)
Below is an isolated molecule of C3H9N3O in a non-equilibrium geometry, with properties calculated with ωB97M-V with the def2-TZVPD basis set.

Structure (ORCA input):
```
! RIJCOSX wB97M-V def2-TZVPD def2/J DEFGRID3
* xyz 0 1
C -2.049 -0.086 0.710
C -1.435 -0.109 -0.657
C 0.841 -0.906 -0.225
H -1.672 -0.823 1.415
H -3.117 -0.270 0.656
H -1.972 0.906 1.175
H -1.663 -1.076 -1.186
H -1.829 0.647 -1.331
H 1.202 1.406 0.019
H 0.410 -1.889 -0.361
H 3.289 0.439 0.996
H 3.130 0.671 -0.738
N -0.010 0.099 -0.598
N 2.074 -0.880 0.106
N 2.614 0.462 0.177
O 0.188 1.409 -0.156
*
```

Summary:
- ΔE to the lowest compared entry with this formula, charge and spin (kJ/mol) = 362.6
- structure (SMILES) = CCN(O)/C=N\N
- HOMO-LUMO gap (eV) = 9.07



(16)
Below is a cluster of 2 separate species, C3H9N3O in total in a non-equilibrium geometry, with properties calculated with ωB97M-V with the def2-TZVPD basis set.

Structure (ORCA input):
```
! RIJCOSX wB97M-V def2-TZVPD def2/J DEFGRID3
* xyz 0 1
C 1.172 -0.256 0.880
C 0.907 0.946 -0.061
N 1.186 0.677 -1.459
O 0.949 -1.497 0.260
H 0.028 -1.508 -0.066
H 2.147 0.369 -1.564
H 0.598 -0.083 -1.779
H 2.226 -0.275 1.174
H 0.561 -0.151 1.789
H -0.136 1.256 0.008
H 1.530 1.785 0.258
N -2.363 0.659 0.888
N -1.718 -0.996 -0.705
C -2.190 -0.238 0.110
H -2.147 -1.345 -1.539
H -2.750 0.656 1.806
*
```

Summary:
- ΔE to the lowest compared entry with this formula, charge and spin (kJ/mol) = 182.3
- structure (SMILES) = N=C=N.NCCO
- HOMO-LUMO gap (eV) = 9.47



(17)
Below is a structure of composition C3H9N3O in a non-equilibrium geometry, with properties calculated with ωB97M-V with the def2-TZVPD basis set.

Structure (ORCA input):
```
! RIJCOSX wB97M-V def2-TZVPD def2/J DEFGRID3
* xyz 0 1
C 0.745 1.873 0.067
N 0.294 0.488 0.252
C -1.320 0.111 -0.286
N -1.822 -0.946 0.490
O -1.969 1.087 -0.598
H 0.388 0.150 1.212
H -2.817 -1.062 0.354
H -1.322 -1.824 0.395
H 0.338 2.236 -0.874
H 0.362 2.486 0.882
H 1.832 1.883 0.033
C 1.482 -1.474 -0.094
N 0.895 -0.431 -0.708
H -0.282 -0.574 -1.213
H 2.143 -2.067 -0.709
H 1.051 -1.937 0.797
*
```

Summary:
- ΔE to the lowest compared entry with this formula, charge and spin (kJ/mol) = 563.9
- HOMO-LUMO gap (spin up / spin down) (eV) = 7.37 / 7.49



(18)
Below is an isolated molecule of C3H9N3O in a non-equilibrium geometry, with properties calculated with ωB97M-V with the def2-TZVPD basis set.

Structure (ORCA input):
```
! RIJCOSX wB97M-V def2-TZVPD def2/J DEFGRID3
* xyz 0 1
C 0.571 1.686 0.193
C -0.777 -0.406 -0.099
C 1.661 -1.110 -0.165
H 1.450 1.514 -0.480
H 0.889 1.409 1.206
H 0.202 2.700 0.070
H -1.327 1.591 -0.439
H -0.046 -2.112 0.147
H 2.027 -2.047 -0.567
H 2.143 -0.952 0.808
H 1.940 -0.398 -0.866
H -3.578 -0.567 0.443
N -0.541 0.972 -0.319
N 0.256 -1.207 0.076
N -1.893 -0.944 0.155
O -2.976 -0.130 -0.164
*
```

Summary:
- ΔE to the lowest compared entry with this formula, charge and spin (kJ/mol) = 329.6
- structure (SMILES) = CNC(=NO)NC
- HOMO-LUMO gap (eV) = 8.43



(19)
Below is an isolated molecule of C3H9N3O in a non-equilibrium geometry, with properties calculated with ωB97M-V with the def2-TZVPD basis set.

Structure (ORCA input):
```
! RIJCOSX wB97M-V def2-TZVPD def2/J DEFGRID3
* xyz 0 1
O -2.370 1.228 0.256
C -1.174 1.096 0.087
N -0.369 1.933 -0.607
C -0.515 -0.236 0.409
N 0.954 -0.172 0.598
C 1.727 -1.013 -0.315
N 1.299 -2.402 -0.309
H -0.659 2.870 -0.824
H 0.602 1.736 -0.552
H -0.918 -0.668 1.333
H -1.010 -0.992 -0.196
H 1.096 -0.592 1.507
H 1.856 -0.494 -1.276
H 2.757 -0.993 0.042
H 1.659 -2.874 -1.131
H 0.290 -2.403 -0.413
*
```

Summary:
- ΔE to the lowest compared entry with this formula, charge and spin (kJ/mol) = 91.4
- structure (SMILES) = NCNCC(N)=O
- HOMO-LUMO gap (eV) = 10.39



(20)
Below is a cluster of 2 separate species, C3H9N3O in total in a non-equilibrium geometry, with properties calculated with ωB97M-V with the def2-TZVPD basis set.

Structure (ORCA input):
```
! RIJCOSX wB97M-V def2-TZVPD def2/J DEFGRID3
* xyz 0 1
C 2.093 -0.501 0.445
O 2.074 -1.295 -0.653
H 1.463 -0.791 -1.477
H 1.947 -1.075 1.366
H 2.964 0.168 0.507
H 1.182 0.236 0.327
C -1.308 0.655 1.352
C -1.367 0.473 -0.133
N -0.122 0.578 -0.787
N 0.208 -0.171 -1.755
N -2.478 0.375 -0.735
H -0.393 -1.009 -1.870
H -2.400 0.265 -1.746
H -2.316 0.759 1.744
H -0.828 -0.208 1.818
H -0.721 1.540 1.596
*
```

Summary:
- ΔE to the lowest compared entry with this formula, charge and spin (kJ/mol) = 413.3
- structure (SMILES) = [H]/N=N\C(C)=N/[H].CO
- HOMO-LUMO gap (eV) = 8.66



DFT total energy? In order: -702.257566; -702.118734; -627.356447; -627.355031; -627.040513; -627.039800; -626.934906; -518.405285; -283.730705; -283.960603; -283.783755; -283.900280; -283.116337; -359.073073; -359.106330; -359.174992; -359.029650; -359.118922; -359.209629; -359.087006 Ha.